Below is a cluster of 10 separate species, C27H63ClN9O13 in total in a non-equilibrium geometry, with properties calculated with ωB97M-V with the def2-TZVPD basis set.

```
! RIJCOSX wB97M-V def2-TZVPD def2/J DEFGRID3
* xyz -1 1
Cl -0.6784 -0.3181 0.1617
O -1.6667 0.7150 -0.0209
O 0.6153 0.2136 -0.1624
O -0.6622 -0.7781 1.5378
O -1.0154 -1.4132 -0.7220
C 7.0814 -1.4870 -2.5286
C 5.6840 -1.9057 -2.1156
O 5.4421 -3.0300 -1.7282
N 4.7173 -0.9504 -2.2466
C 3.3587 -1.0811 -1.7816
H 7.3770 -0.5493 -2.0564
H 7.0777 -1.3859 -3.6158
H 7.7739 -2.2693 -2.2391
H 5.0556 -0.0388 -2.5038
H 2.9606 -2.0878 -1.8729
H 2.7018 -0.3367 -2.2287
H 3.2875 -0.8567 -0.7093
C -5.8413 -0.9143 -4.6044
C -5.2014 -0.5978 -3.2675
O -4.9211 0.5404 -2.9371
N -4.9544 -1.6798 -2.4864
C -4.4394 -1.6074 -1.1494
H -5.0504 -0.8037 -5.3500
H -6.6325 -0.2049 -4.8270
H -6.2168 -1.9340 -4.6785
H -5.3260 -2.5491 -2.8247
H -5.2173 -1.7032 -0.3824
H -3.9888 -0.6347 -0.9628
H -3.6960 -2.3758 -0.9479
C 4.1914 5.6102 0.7523
C 3.0291 5.3361 -0.1742
O 2.8473 5.9586 -1.2074
N 2.1757 4.3661 0.2346
C 0.9937 3.9657 -0.4916
H 4.9512 6.1613 0.2069
H 4.6254 4.6631 1.0853
H 3.8637 6.1851 1.6174
H 2.4119 3.8488 1.0617
H 1.1972 3.9464 -1.5613
H 0.2256 4.7426 -0.3951
H 0.5322 3.0426 -0.1519
C 5.7590 1.8842 3.9937
C 5.5155 1.2696 2.6275
O 6.1712 0.3154 2.2338
N 4.5395 1.8297 1.8825
C 4.2215 1.4544 0.5226
H 5.4339 1.1694 4.7437
H 5.2438 2.8469 4.0273
H 6.8166 2.1107 4.1014
H 3.9226 2.4945 2.3155
H 4.5349 2.2506 -0.1620
H 3.1529 1.3188 0.3500
H 4.7529 0.5469 0.2482
C -2.3382 -4.4720 -2.4284
C -1.8949 -5.3084 -1.2488
O -1.7017 -6.5087 -1.3312
N -1.7437 -4.6115 -0.1010
C -1.3278 -5.2493 1.1297
H -1.8254 -3.5142 -2.5115
H -3.4261 -4.4262 -2.4759
H -2.0540 -5.0029 -3.3421
H -1.8108 -3.6056 -0.1128
H -1.9010 -6.1643 1.2898
H -1.5366 -4.5731 1.9548
H -0.2790 -5.5458 1.0935
C -0.0933 2.0103 -3.3549
C -1.1615 3.0799 -3.5573
O -1.0237 4.0148 -4.3372
N -2.2548 2.9546 -2.7770
C -3.3468 3.9147 -2.7404
H -0.1590 1.3609 -4.2232
H -0.3566 1.5336 -2.4122
H 0.8560 2.5226 -3.2401
H -2.3210 2.2452 -2.0635
H -3.5175 4.2188 -1.7052
H -4.2591 3.4056 -3.0610
H -3.1538 4.7888 -3.3493
C -2.3937 4.4000 1.3468
C -3.8247 3.9878 1.0469
O -4.7671 4.7557 1.1805
N -3.9828 2.7157 0.6276
C -5.2332 2.0765 0.2713
H -2.2386 4.5403 2.4119
H -2.1857 5.2845 0.7491
H -1.7258 3.6043 1.0054
H -3.2127 2.0703 0.7274
H -5.9932 2.8399 0.1170
H -5.5908 1.4231 1.0711
H -5.0997 1.5087 -0.6490
C 1.7654 -3.5380 1.4062
C 3.2233 -3.1884 1.1947
O 3.9708 -3.9298 0.5792
N 3.7043 -2.0859 1.8356
C 2.8760 -1.1683 2.6042
H 1.0886 -2.7261 1.1423
H 1.6790 -3.9346 2.4175
H 1.5201 -4.3294 0.7013
H 4.6674 -1.8272 1.6947
H 1.9178 -0.9898 2.1137
H 3.4019 -0.2312 2.7553
H 2.6197 -1.5894 3.5844
C -4.3665 -2.1635 2.9356
C -3.3789 -2.8769 3.8166
O -3.7798 -3.6406 4.6918
N -2.0743 -2.6228 3.6199
C -0.9564 -3.1288 4.3900
H -4.6677 -1.2597 3.4736
H -5.2354 -2.8095 2.8480
H -4.0183 -1.8378 1.9553
H -1.8250 -1.9092 2.9488
H -1.3058 -3.6936 5.2489
H -0.3208 -2.2886 4.6674
H -0.3610 -3.7992 3.7637
*
```

## Properties
Gap between HOMO and LUMO ... 8.84 eV
DFT total energy ... -81572.106 eV
Energy relative to the best compared isomer or geometry (same formula, charge and spin) ... 0.0 kcal/mol
Highest occupied orbital energy ... -7.064 eV